Entry 1:
The following is a quantum chemistry calculation of the molecule C10H19O8P, from OMol25.

The spin multiplicity is 1. Its SMILES is CCCO[C@]1(O)OC(=O)O[C@@]1([C@@H](C)CC)P(=O)(O)O.

Geometry (Å):
C (-1.19536, -3.11913, 1.31922)
C (-1.98241, -1.85422, 1.64662)
C (-1.14606, -0.83118, 2.39180)
O (-0.19350, -0.17744, 1.53431)
C (-0.56622, 1.02603, 1.03630)
O (-0.48377, 2.05322, 1.95355)
O (-1.92578, 1.02442, 0.53587)
C (-1.98322, 2.17603, -0.21115)
O (-2.94584, 2.83936, -0.36261)
O (-0.76424, 2.42169, -0.75458)
C (0.16227, 1.41732, -0.28995)
C (0.13951, 0.15728, -1.25004)
C (-0.84503, 0.37316, -2.40999)
C (1.48264, -0.36793, -1.81318)
C (2.15518, -1.48495, -0.99534)
P (1.76308, 2.29980, 0.01157)
O (1.66403, 3.45030, 0.88517)
O (2.69626, 1.10672, 0.53039)
O (2.27995, 2.68624, -1.45933)
H (-1.73314, -3.77164, 0.63343)
H (-0.23282, -2.86637, 0.87198)
H (-0.98111, -3.67659, 2.23282)
H (-2.39454, -1.39750, 0.74540)
H (-2.83618, -2.10548, 2.28170)
H (-0.54867, -1.32175, 3.16154)
H (-1.77880, -0.09097, 2.88653)
H (-1.23271, 1.97872, 2.55871)
H (-0.24980, -0.65692, -0.64031)
H (-1.87102, 0.47292, -2.06062)
H (-0.82143, -0.51086, -3.04638)
H (-0.59272, 1.24907, -3.00555)
H (2.17999, 0.44090, -2.01083)
H (1.25102, -0.77584, -2.79679)
H (2.40247, -2.33268, -1.63424)
H (1.49030, -1.85261, -0.21489)
H (3.08048, -1.17135, -0.51424)
H (3.52294, 0.99205, 0.05424)
H (3.03426, 2.20018, -1.80112)

Entry 2:
The following is a quantum chemistry calculation of a cluster of 2 separate species, C4H9N3O in total at a distorted geometry, from OMol25.

The spin multiplicity is 1.

Geometry (Å):
C (-1.31807, 1.63934, 1.77043)
C (1.89549, -1.20489, 0.84924)
C (1.75236, -0.89344, -1.60985)
C (-1.59155, 0.05834, -0.78393)
N (-0.49015, 0.84459, 1.17927)
N (2.08629, -1.27207, -0.29933)
N (-0.46145, 0.08142, 0.16010)
O (1.83313, -1.18057, 2.02212)
H (-0.98371, 2.17615, 2.60162)
H (-2.32280, 1.84632, 1.41783)
H (1.55106, 0.13010, -1.77690)
H (2.43195, -1.32007, -2.38775)
H (0.74371, -1.45566, -1.90271)
H (-2.25227, 0.83612, -0.89972)
H (-0.99701, -0.26311, -1.59650)
H (-2.26265, -0.73788, -0.44786)
H (0.38567, 0.71530, 1.70393)

no.,electronic energy (Eh)
1,-1335.805287
2,-397.196176